The following is a DFT calculation (ωB97M-V with the def2-TZVPD basis set) of a cluster of 2 separate species, C5H14N2 in total in a non-equilibrium geometry.

Cartesian coordinates (Å):
N: 2.7342 -1.3601 -1.0967
C: 1.5540 -0.6446 -1.4965
C: 0.4979 -1.6116 -1.6382
C: 1.1492 0.3037 -0.3576
N: -0.0420 0.7757 -0.4481
C: -2.3659 0.8908 2.7529
C: -3.1791 1.6995 1.7865
H: 3.6976 -1.1233 -1.5426
H: 2.9138 -1.6418 -0.1650
H: 1.7467 -0.1785 -2.5088
H: -0.4719 -1.2184 -2.0094
H: 0.4313 -1.9255 -0.5541
H: 0.6633 -2.6795 -2.0204
H: 1.4618 -0.1652 0.5559
H: 1.6691 1.2838 -0.5052
H: -2.5943 1.1720 3.8169
H: -2.5223 -0.1815 2.5016
H: -1.3487 1.1905 2.5016
H: -3.1550 1.3339 0.6582
H: -4.3063 1.6308 2.0259
H: -2.9669 2.7662 1.7760

Atomic forces in eV per Å
4.1 0.1 -2.5
3.1 0.8 -2.0
-2.9 -3.8 1.7
1.3 -1.0 -1.4
-2.8 2.2 0.2
0.2 0.1 -0.2
-3.3 -0.3 -2.2
-2.8 -0.3 1.0
-0.5 0.0 1.0
0.0 0.1 1.3
0.6 -0.2 0.4
-1.1 0.1 -0.7
0.4 2.0 -0.5
0.7 -0.2 1.4
-0.3 0.2 0.1
0.2 -0.6 -1.0
0.3 0.6 0.7
0.4 -0.6 0.5
0.4 0.6 2.4
1.5 0.1 -0.2
0.3 0.0 0.1

Total charge: 0
ΔE to the lowest compared entry with this formula, charge and spin: 6.4130 eV
E_HOMO: -8.23 eV
Maximum force: 5.07 eV/Å
LUMO level: -1.0 eV
Frontier orbital gap: 7.218 eV
Total energy: -8386.2059 eV


The following is a DFT calculation (ωB97M-V with the def2-TZVPD basis set) of an isolated molecule of C18H17NO5.

Cartesian coordinates (Å):
C: -3.7465 -3.8082 -0.5633
O: -4.1451 -2.4490 -0.4696
C: -3.1825 -1.5797 -0.1371
O: -2.0417 -1.9474 0.0816
C: -3.6571 -0.1880 -0.0743
C: -5.0237 0.0776 -0.2127
C: -5.5035 1.3685 -0.1703
C: -4.6190 2.4232 0.0045
C: -3.2656 2.1909 0.1413
C: -2.7602 0.8901 0.1088
N: -1.4126 0.6264 0.2609
C: -0.3506 1.4905 0.1915
O: -0.4331 2.6800 -0.0218
C: 0.9471 0.7819 0.3868
C: 1.1046 -0.2167 1.3445
C: 2.3184 -0.8586 1.4664
C: 3.3962 -0.5350 0.6464
C: 3.2633 0.5199 -0.2701
C: 2.0351 1.1584 -0.3869
O: 4.2696 0.9827 -1.0782
C: 5.5765 0.9272 -0.5392
C: 6.2477 -0.4359 -0.7302
C: 5.2609 -1.5519 -0.3833
O: 4.5265 -1.2971 0.7991
H: -3.2879 -4.1348 0.3708
H: -3.0233 -3.9368 -1.3722
H: -4.6506 -4.3774 -0.7666
H: -5.6996 -0.7502 -0.3497
H: -6.5614 1.5547 -0.2746
H: -4.9884 3.4375 0.0374
H: -2.5794 3.0118 0.2696
H: -1.1978 -0.3696 0.3049
H: 0.2881 -0.4901 1.9936
H: 2.4592 -1.6472 2.1891
H: 1.9368 1.9612 -1.0996
H: 6.1395 1.7055 -1.0625
H: 5.5452 1.1770 0.5292
H: 7.1246 -0.4829 -0.0840
H: 6.5669 -0.5653 -1.7635
H: 5.7930 -2.4901 -0.1984
H: 4.5663 -1.7034 -1.2196

Atomic forces in eV per Å
0.3 -0.4 0.0
-0.2 0.3 0.0
0.2 -0.3 0.0
-0.1 -0.1 0.0
-0.2 0.3 0.0
0.2 0.0 0.0
-0.2 0.0 0.0
0.1 -0.2 0.0
0.1 0.2 0.0
-0.4 0.0 0.0
0.2 -0.4 0.1
-0.1 -0.2 0.0
0.0 0.2 -0.1
0.4 0.0 0.1
0.0 0.1 -0.2
0.2 0.0 -0.1
-0.1 -0.1 0.0
-0.1 0.1 0.1
0.0 -0.1 0.1
-0.3 -0.3 -0.1
0.6 0.0 0.2
-0.6 0.1 0.2
0.4 -0.2 -0.5
-0.1 0.4 0.3
0.0 0.0 -0.1
-0.1 0.0 0.1
0.1 0.1 0.0
-0.1 -0.1 0.0
-0.1 0.0 0.0
0.0 0.1 0.0
0.0 0.0 0.0
0.0 0.2 0.0
-0.1 -0.1 0.1
0.0 -0.1 0.1
0.0 0.1 -0.1
-0.1 -0.1 0.1
0.0 0.0 -0.1
0.1 0.0 0.0
0.1 0.0 -0.1
-0.1 0.1 -0.1
0.1 0.0 0.1

Total charge: 0
ΔE to the lowest compared entry with this formula, charge and spin: 0.0000 eV
E_HOMO: -8.41 eV
Maximum force: 0.64 eV/Å
LUMO level: 0.4 eV
Frontier orbital gap: 8.771 eV
Structure (SMILES): COC(=O)c1ccccc1NC(=O)c1ccc2c(c1)OCCCO2
Total energy: -30669.9844 eV


The following is a DFT calculation (ωB97M-V with the def2-TZVPD basis set) of an isolated molecule of C6H12O5 in a non-equilibrium geometry.

Cartesian coordinates (Å):
O: 1.1912 -2.2140 0.1792
C: 0.4524 -1.2234 -0.5957
C: -1.0273 -1.0295 -0.0888
O: -1.0145 -1.1482 1.3096
C: -1.4378 0.3380 -0.6165
O: -2.8396 0.4371 -0.4041
C: -0.8648 1.3782 0.2222
C: 0.5935 1.0279 0.4213
O: 1.4104 2.1986 0.4133
C: 1.2547 0.1803 -0.5900
O: 2.5444 -0.1587 -0.4053
H: 0.7399 -2.2949 1.0307
H: 0.4192 -1.5033 -1.6771
H: -1.7149 -1.7806 -0.5814
H: -1.9824 -1.1739 1.5798
H: -1.3771 0.5529 -1.7218
H: -3.4912 0.3750 -1.2972
H: -1.5973 1.5891 1.0748
H: -0.8537 2.3592 -0.4061
H: 0.6112 0.5324 1.4313
H: 0.9000 3.0906 1.0189
H: 1.0761 0.7066 -1.5925
H: 3.1107 0.5987 -0.1158

Atomic forces in eV per Å
-1.2 0.9 -1.1
0.6 -0.1 0.1
1.5 -1.1 -2.6
-2.4 0.1 0.5
-2.8 -0.6 -1.5
-4.6 -0.1 -2.9
0.2 3.3 -1.3
0.5 1.5 3.6
-2.0 4.7 3.0
-3.1 -1.4 -1.9
2.7 0.9 0.8
0.0 0.1 -0.1
0.0 -0.4 0.9
0.8 0.5 0.7
1.8 0.1 -0.3
1.2 -0.9 1.0
3.2 0.1 3.6
1.7 -0.6 -0.6
-0.2 -1.4 1.0
0.6 0.3 -0.8
2.3 -4.4 -2.8
0.3 -0.7 0.9
-1.0 -0.7 -0.4

Total charge: 0
ΔE to the lowest compared entry with this formula, charge and spin: 2.8647 eV
E_HOMO: -9.69 eV
Maximum force: 5.90 eV/Å
LUMO level: 0.3 eV
Frontier orbital gap: 10.034 eV
Structure (SMILES): O[C@H]1[C@@H](O)[C@@H](O)C[C@H](O)[C@H]1O
Total energy: -16650.8667 eV